Here is a 15-piece molecular cluster, C60H161N11O19 overall from OMol25. Energies are from wB97M-V/def2-TZVPD.

Positions of all 251 atoms, in Å:
O1 -5.90 -9.17 7.99
O2 -4.32 -0.02 4.04
O3 -1.33 -4.08 -0.16
O4 -7.74 4.60 -5.10
O5 3.48 10.87 6.00
O6 -6.86 -14.34 2.62
O7 -8.02 -1.36 -4.52
O8 -0.44 11.56 -2.28
O9 -8.97 -15.02 8.85
O10 2.36 -14.31 1.67
O11 0.75 0.45 -1.11
O12 0.56 -4.52 -8.90
O13 -3.59 7.99 1.72
O14 8.63 -2.16 -5.33
O15 3.92 -4.52 1.08
O16 1.64 4.88 -9.30
O17 2.89 5.64 6.55
O18 9.18 7.87 2.75
O19 7.40 9.28 -2.08
N1 1.23 -7.43 -8.41
N2 8.26 7.02 0.06
N3 6.43 -2.10 -7.18
N4 3.06 8.17 -10.51
N5 -0.75 8.99 3.79
N6 -2.01 14.87 -1.44
N7 -1.62 -1.28 -0.45
N8 4.15 -4.83 3.83
N9 -3.36 -15.39 1.79
N10 -6.56 -12.18 8.81
N11 4.03 8.34 7.41
C1 2.85 -4.65 3.28
C2 -2.55 -3.46 0.08
C3 0.04 -6.83 -7.89
C4 -5.74 -15.19 2.25
C5 -7.68 -13.09 9.14
C6 -6.40 4.82 -4.80
C7 8.29 8.19 -2.30
C8 2.97 -3.89 1.93
C9 -0.43 12.98 -2.06
C10 7.81 8.11 2.27
C11 3.04 4.61 5.54
C12 -3.01 12.98 -2.34
C13 -4.82 -8.24 7.97
C14 9.14 -2.06 -3.93
C15 6.39 0.25 -7.62
C16 -1.50 -0.17 -1.34
C17 2.53 5.89 -9.54
C18 -4.85 -1.09 6.21
C19 8.01 -0.97 -5.81
C20 -4.36 -14.52 2.15
C21 3.94 -3.85 -0.17
C22 7.67 10.19 -3.14
C23 -0.24 -7.49 -6.54
C24 -6.01 6.08 -5.50
C25 -1.33 -5.41 0.20
C26 7.34 -0.98 -7.24
C27 -5.48 -10.39 7.31
C28 -9.08 -1.97 -3.76
C29 7.79 7.06 -1.32
C30 0.15 -5.33 -7.81
C31 0.78 7.24 -10.82
C32 -1.80 13.41 -1.49
C33 9.13 7.90 4.14
C34 -8.13 -15.02 2.44
C35 1.59 1.54 -1.23
C36 -3.81 -0.46 5.32
C37 0.66 -3.14 -8.55
C38 0.98 4.95 -8.08
C39 -2.68 7.81 2.85
C40 2.77 -11.95 0.99
C41 -0.54 0.88 -0.89
C42 -6.52 -11.51 7.51
C43 2.98 12.13 5.62
C44 3.54 9.58 8.06
C45 -2.59 -2.29 -0.87
C46 -0.35 7.30 2.01
C47 4.08 5.87 7.30
C48 -10.20 -2.60 -4.66
C49 0.80 11.05 -2.67
C50 -1.31 8.39 2.50
C51 2.03 7.29 -9.93
C52 1.99 -3.93 4.27
C53 -4.42 -13.35 1.15
C54 -9.22 -16.27 8.20
C55 2.71 -12.99 2.13
C56 3.94 10.81 7.32
C57 -7.73 -14.47 8.39
C58 -4.55 6.97 1.60
C59 7.70 8.14 0.73
C60 3.89 7.15 8.17
H1 -0.28 13.52 -2.99
H2 -4.08 6.00 1.41
H3 6.93 1.17 -7.81
H4 1.56 11.35 -1.95
H5 -8.37 -15.79 3.17
H6 -0.17 -8.58 -6.59
H7 -0.32 6.53 2.78
H8 2.09 -3.73 1.30
H9 2.17 12.53 6.23
H10 3.41 -2.89 1.95
H11 1.55 -6.81 -9.14
H12 -11.05 -2.86 -4.03
H13 -8.35 5.06 -4.51
H14 -10.60 -1.96 -5.45
H15 1.68 7.74 -9.00
H16 5.03 10.85 7.32
H17 -6.52 -11.44 9.50
H18 -2.57 6.76 3.13
H19 -3.60 -1.91 -1.01
H20 -5.20 -10.25 6.26
H21 8.64 8.83 4.42
H22 -5.77 -16.10 2.84
H23 -9.33 -16.07 7.13
H24 10.20 -2.32 -3.81
H25 -3.90 13.34 -1.82
H26 0.33 13.17 -1.30
H27 3.71 12.94 5.72
H28 7.35 7.17 2.56
H29 -8.42 -0.63 -4.99
H30 -4.65 -10.88 7.82
H31 5.91 -2.17 -8.04
H32 3.03 -14.76 1.16
H33 -5.74 4.00 -5.10
H34 2.21 -2.88 4.04
H35 1.79 4.83 -7.37
H36 -0.83 -6.87 -8.55
H37 -0.28 -5.70 0.25
H38 2.03 4.54 5.15
H39 8.83 -0.27 -5.94
H40 6.64 8.27 0.53
H41 -7.57 -13.42 10.17
H42 3.55 -12.20 0.27
H43 2.99 -11.03 1.54
H44 -9.84 -3.51 -5.14
H45 5.59 0.49 -6.92
H46 4.18 -5.49 4.60
H47 4.64 -5.25 3.06
H48 -2.45 0.35 -1.46
H49 -7.53 -11.24 7.20
H50 4.28 -2.82 -0.24
H51 -8.12 -15.66 1.56
H52 -7.75 -14.29 7.31
H53 -3.35 -16.17 2.43
H54 -0.87 7.14 1.06
H55 -2.61 -3.06 1.09
H56 -4.39 -13.56 0.09
H57 2.01 1.80 -0.25
H58 -10.15 -16.71 8.56
H59 0.79 9.96 -2.67
H60 -4.60 -7.90 6.95
H61 -0.87 1.81 -1.36
H62 -0.70 -1.69 -0.40
H63 9.33 8.43 -2.07
H64 -3.88 -8.70 8.26
H65 8.19 -1.03 -7.92
H66 0.67 7.63 1.81
H67 -4.43 -1.19 7.21
H68 -1.86 12.87 -0.55
H69 2.41 1.27 -1.89
H70 -3.01 15.00 -1.35
H71 5.69 0.10 -8.44
H72 -0.70 8.42 4.62
H73 2.77 8.31 -11.46
H74 4.88 5.94 6.56
H75 1.29 2.44 -1.76
H76 3.40 3.70 6.04
H77 2.35 -5.60 3.09
H78 7.13 -2.82 -7.03
H79 -2.39 -2.58 -1.91
H80 -8.86 -14.25 2.20
H81 1.94 -12.71 2.86
H82 -3.03 11.89 -2.41
H83 -6.72 6.85 -5.20
H84 10.13 8.13 4.51
H85 4.38 5.04 7.93
H86 -1.24 -0.44 -2.36
H87 -5.26 -12.69 1.35
H88 1.13 -8.32 -8.89
H89 -8.56 -2.79 -3.27
H90 0.05 9.61 3.73
H91 -6.35 -12.29 6.76
H92 4.65 7.30 8.93
H93 3.54 11.64 7.90
H94 7.02 11.03 -2.90
H95 1.90 -11.85 0.35
H96 2.94 9.11 -10.15
H97 9.02 -1.14 -3.37
H98 1.41 -2.98 -7.77
H99 -5.95 -15.62 1.27
H100 -6.07 6.11 -6.58
H101 -4.91 -7.38 8.63
H102 0.65 -5.01 -6.89
H103 1.03 -2.60 -9.43
H104 -3.02 -1.20 5.19
H105 -0.62 1.08 0.18
H106 -1.38 9.09 1.67
H107 -4.13 -14.06 3.11
H108 -3.12 8.30 3.72
H109 3.10 5.55 -10.41
H110 -1.63 15.27 -2.28
H111 -0.31 -2.71 -8.34
H112 -5.66 -0.36 6.16
H113 8.63 7.12 4.72
H114 -3.28 0.42 5.68
H115 -0.05 7.02 -10.14
H116 -6.22 4.91 -3.73
H117 -3.40 -4.14 -0.01
H118 -6.90 -15.15 8.58
H119 3.22 6.01 -8.71
H120 -5.36 7.02 2.32
H121 7.28 8.97 2.67
H122 -4.95 7.30 0.64
H123 0.39 8.19 -11.20
H124 8.71 10.51 -3.12
H125 0.38 5.85 -7.96
H126 8.20 7.98 -3.36
H127 -2.95 13.30 -3.38
H128 -1.78 -5.96 -0.63
H129 2.94 6.97 8.68
H130 0.94 11.32 -3.71
H131 -8.44 -17.02 8.35
H132 2.46 9.44 8.09
H133 -9.46 -1.27 -3.01
H134 -1.19 -7.24 -6.07
H135 -5.04 6.48 -5.20
H136 2.96 -3.91 -0.64
H137 3.65 -13.10 2.68
H138 7.28 -0.57 -5.11
H139 -0.87 -4.95 -7.74
H140 3.91 9.65 9.09
H141 2.23 -4.19 5.30
H142 -1.93 -5.68 1.07
H143 9.25 7.22 0.15
H144 0.69 6.50 -11.61
H145 0.53 -7.23 -5.82
H146 7.39 9.89 -4.16
H147 8.11 6.11 -1.74
H148 -8.59 -12.54 9.36
H149 8.63 -2.82 -3.33
H150 8.19 9.00 0.28
H151 2.71 12.20 4.57
H152 -5.28 -2.03 5.88
H153 4.57 -4.36 -0.90
H154 3.78 8.09 6.46
H155 -2.50 -14.87 1.84
H156 3.57 4.82 4.61
H157 -3.83 -0.40 3.31
H158 0.97 -4.14 3.94
H159 -3.47 -12.81 1.22
H160 6.70 7.03 -1.35
H161 0.26 4.15 -7.92

**Total charge**: 0
**E**: -4413.743697 a.u.
**Highest occupied orbital energy**: -8.34 eV

Mulliken population analysis, charges in e, atoms 1 to 5:
1. O -0.298
2. O -0.532
3. O -0.265
4. O -0.524
5. O -0.264